This record from the Open Molecules 2025 dataset describes 2 unconnected molecules or ions with the total composition C23H25BrN2O5. The level of theory is ωB97M-V/def2-TZVPD.

```
56
Properties=species:S:1:pos:R:3:forces:R:3
C 4.19784 2.20029 -1.24666 -0.8 0.3 -0.1
O 3.02780 2.95871 -0.96026 0.5 -0.7 0.4
C 1.92044 2.08131 -0.74828 -0.8 0.4 0.1
C 0.95261 2.67128 0.29703 0.0 0.4 -0.9
C -0.53294 2.42463 -0.05573 0.4 -0.3 0.5
C -1.11326 1.10459 0.48012 -0.3 -0.5 -0.4
C -0.20333 -0.09534 0.27258 -0.2 0.2 -0.3
C -0.16652 -0.56384 -1.09385 0.8 -0.7 0.9
C 0.59359 -1.65086 -1.41315 -0.1 0.1 -0.2
C 1.35140 -2.36949 -0.43701 -0.9 1.0 -1.1
N 2.06314 -3.44922 -0.85939 0.1 0.4 1.7
C 2.70303 -4.02640 0.13795 0.7 -1.3 -0.4
C 3.52756 -5.26186 -0.18971 -0.1 0.3 0.0
C 2.65343 -3.60503 1.49228 -0.5 0.6 -0.3
N 1.94815 -2.56759 1.89065 0.4 -0.7 -0.5
C 1.28642 -1.91229 0.89950 -0.2 0.3 0.6
C 0.51588 -0.74953 1.26057 -0.4 0.4 -0.8
C 0.46035 -0.27088 2.69864 0.4 -0.5 0.2
C 1.83637 -0.11757 3.38632 0.1 -0.1 0.1
C 2.94954 0.41285 2.46634 0.1 -0.4 0.6
Br 4.09816 1.65942 3.50007 -0.2 -0.1 -0.5
H 3.97361 1.48497 -2.04803 0.2 0.0 0.0
H 4.50737 1.63672 -0.35857 0.2 0.1 -0.1
H 4.95635 2.90761 -1.57913 0.1 -0.1 0.1
H 1.36522 2.01330 -1.69240 0.1 -0.1 0.0
H 2.23193 1.06219 -0.49127 0.2 0.1 0.0
H 1.11056 3.75418 0.24197 0.1 -0.1 0.1
H 1.20351 2.36532 1.31425 -0.1 0.0 0.0
H -1.09819 3.27648 0.32174 -0.3 -0.3 0.0
H -0.67347 2.41823 -1.13897 0.1 0.2 0.0
H -1.99867 0.89242 -0.13563 -0.1 0.3 0.2
H -1.49067 1.17534 1.49849 0.2 0.1 0.0
H -0.74730 -0.08094 -1.86919 -0.1 0.2 0.2
H 0.61194 -2.00367 -2.43775 0.1 -0.1 0.1
H 3.51565 -5.41973 -1.26703 0.0 0.0 0.0
H 3.12452 -6.15269 0.29828 0.0 0.1 0.0
H 4.56187 -5.14305 0.14279 0.0 0.0 0.0
H 3.21308 -4.15453 2.23996 0.0 -0.1 0.0
H -0.13103 -1.00778 3.25544 0.1 0.1 0.1
H -0.07660 0.66825 2.79309 0.0 0.0 -0.3
H 2.14421 -1.08670 3.77927 0.1 0.1 -0.1
H 1.76123 0.53451 4.25785 -0.3 0.1 -0.2
H 3.63551 -0.38101 2.17776 -0.1 0.0 0.0
H 2.59456 0.89233 1.56026 0.0 0.4 0.3
C -5.85591 1.22850 -0.51949 -0.6 -0.2 0.4
C -4.79452 1.60252 -1.32160 0.4 0.1 -0.5
C -4.99418 1.33910 -2.83238 -0.9 -0.5 -0.7
O -4.14688 1.68942 -3.66883 0.4 0.2 0.3
C -6.19110 0.65989 -3.25121 0.7 0.3 -0.3
C -7.25679 0.26942 -2.44823 -0.5 -0.2 0.4
C -7.09914 0.62801 -0.94881 0.9 0.5 0.6
O -7.99533 0.40972 -0.12645 -0.3 -0.2 -0.3
O -8.29953 -0.32264 -2.81214 0.3 0.1 0.0
O -3.70830 2.12665 -0.94867 0.0 -0.1 0.2
H -5.79323 1.39289 0.55429 0.1 0.1 0.0
H -6.22993 0.45160 -4.31768 -0.1 0.0 0.0
```
Positions in Å, forces in eV/Å.

F_max (hartree/bohr): 0.0344
Total charge: -2
Total energy (Eh): -3951.151107
Orbital gap (eV): 3.218

Mulliken atomic charge list, values in e, 2 entries: atom 1 (C): -0.623, atom 2 (O): -0.482